(1)
ORCA calculation (ωB97M-V/def2-TZVPD) on C20H22N4O3 in the gas phase.

Positions of all 49 atoms, in Å:
C1 0.55583 -2.64167 -0.81983
N1 0.24549 -1.26640 -0.46473
C2 -0.31598 -1.08536 0.78252
O1 -0.62298 -2.02117 1.48091
N2 -0.50288 0.21495 1.20394
C3 -1.06079 0.37081 2.53721
C4 -0.13911 1.33706 0.50421
O2 -0.21146 2.43723 1.00254
C5 0.28626 1.15229 -0.93827
C6 1.60026 1.93979 -1.15741
C7 2.83647 1.25627 -0.55777
C8 2.67854 0.92195 0.89702
C9 2.69162 1.90814 1.87970
C10 2.52980 1.53422 3.20113
C11 2.37317 0.18928 3.50258
C12 2.38204 -0.71805 2.45627
N3 2.52684 -0.36420 1.19028
C13 -0.84784 1.80432 -1.79706
C14 -1.60360 0.83846 -2.70857
C15 -2.25719 -0.28075 -1.94794
C16 -2.29424 -1.57551 -2.45898
C17 -2.91156 -2.56947 -1.71980
C18 -3.48305 -2.24037 -0.50052
C19 -3.40263 -0.92234 -0.08329
N4 -2.80501 0.02879 -0.77841
C20 0.53747 -0.27559 -1.36892
O3 0.98511 -0.54167 -2.46122
H1 -0.28877 -3.27856 -0.56427
H2 1.43495 -2.96669 -0.26376
H3 0.75733 -2.67494 -1.88730
H4 -2.08612 0.00397 2.54586
H5 -1.03470 1.42900 2.78396
H6 -0.47219 -0.20418 3.25051
H7 1.76375 2.04585 -2.23059
H8 1.46393 2.92832 -0.71511
H9 3.04205 0.33234 -1.09992
H10 3.68886 1.92795 -0.68391
H11 2.81699 2.94432 1.60724
H12 2.52721 2.27775 3.98481
H13 2.24948 -0.14544 4.52082
H14 2.26182 -1.77970 2.63036
H15 -0.41352 2.59229 -2.41311
H16 -1.56437 2.26731 -1.11803
H17 -0.93808 0.42660 -3.46807
H18 -2.38479 1.40934 -3.21951
H19 -1.83567 -1.79400 -3.41121
H20 -2.94595 -3.58489 -2.08822
H21 -3.97147 -2.98288 0.10975
H22 -3.84133 -0.60478 0.85412

Properties
Structure (SMILES): CN1C(=O)N(C)C(=O)C(CCc2ccccn2)(CCc2ccccn2)C1=O
E_HOMO, Ha: -0.3423
Total charge: 0
Energy relative to the best compared isomer or geometry (same formula, charge and spin), kJ/mol: 56.1
Gap between HOMO and LUMO, Eh: 0.3685

(2)
ORCA calculation (ωB97M-V/def2-TZVPD) on a molecular structure, C20H22N4O5PdS.

Positions of all 53 atoms, in Å:
Pd1 -0.11433 -2.67698 1.31794
C1 -6.93352 -0.88096 2.24776
C2 -6.07310 -1.72860 1.34703
C3 -6.59138 -2.29553 0.18660
C4 -5.79940 -3.08303 -0.63738
C5 -4.47528 -3.32204 -0.30224
C6 -3.93972 -2.75858 0.84773
C7 -4.73811 -1.96635 1.65983
S1 -3.45603 -4.36641 -1.35179
O1 -4.00482 -4.16882 -2.68968
O2 -3.60186 -5.70757 -0.82512
N1 -2.00199 -3.87302 -1.10113
C8 -1.56108 -2.63931 -1.50488
C9 -1.96420 -1.96551 -2.67815
C10 -1.42788 -0.73229 -2.97653
C11 -0.47468 -0.15655 -2.13981
C12 -0.11781 -0.87130 -1.01787
N2 -0.64799 -2.06446 -0.69302
H1 -7.81631 -0.51626 1.72042
H2 -6.38044 -0.01796 2.62182
H3 -7.27717 -1.45020 3.11578
H4 -7.62522 -2.10359 -0.08383
H5 -6.18957 -3.50308 -1.55546
H6 -2.89241 -2.92155 1.08607
H7 -4.30578 -1.50920 2.54428
H8 -2.69107 -2.44205 -3.31827
H9 -1.74729 -0.21593 -3.87596
H10 -0.02772 0.81325 -2.31980
H11 0.62024 -0.47291 -0.33286
C13 2.70658 4.46303 -3.57747
N3 3.23066 3.73861 -2.44590
C14 4.55955 3.73729 -2.14428
C15 5.03025 3.03928 -1.10395
C16 4.08786 2.26159 -0.27407
O3 4.52347 1.62569 0.69324
N4 2.76838 2.28012 -0.61389
C17 2.31209 2.97699 -1.65826
O4 1.13293 3.03226 -2.03471
H12 3.52646 4.99326 -4.06588
H13 1.94547 5.17903 -3.26357
H14 2.23473 3.78649 -4.29224
H15 5.19331 4.33109 -2.79552
H16 6.08123 3.03040 -0.85404
C18 -1.44957 -3.99535 3.86864
O5 -0.20392 -3.36333 4.16630
C19 0.42986 -2.82373 3.11783
C20 1.67822 -2.17537 3.64728
H17 -2.17054 -3.25233 3.52936
H18 -1.78456 -4.46489 4.79426
H19 -1.31709 -4.73155 3.07648
H20 2.05033 -2.66953 4.55166
H21 1.42665 -1.13815 3.89108
H22 2.44334 -2.13458 2.87648

Properties
E_HOMO, Ha: -0.0563
Total charge: -2
Energy relative to the best compared isomer or geometry (same formula, charge and spin), kJ/mol: 36.2
Gap between HOMO and LUMO, Eh: 0.2169

(3)
ORCA calculation (ωB97M-V/def2-TZVPD) on a molecular structure, C20H22N5O5PbSSe3Te.

Positions of all 58 atoms, in Å:
Pb1 -1.10287 0.08954 0.87475
O1 4.23870 2.23614 -0.56004
C1 3.46450 3.30883 -0.81541
C2 4.07563 4.46222 -1.30143
C3 3.33289 5.61080 -1.51551
C4 1.96516 5.62398 -1.26562
C5 1.34870 4.46365 -0.82429
C6 2.07505 3.29926 -0.60144
C7 1.34186 2.07846 -0.13680
O2 0.10510 1.99179 -0.38855
N1 2.09728 1.18445 0.47954
N2 1.38963 0.10858 0.99296
C8 2.12529 -0.77330 1.56202
C9 1.70053 -2.00641 2.20005
C10 2.70823 -2.96375 2.40781
C11 2.45216 -4.20409 2.94688
C12 1.13522 -4.50896 3.30940
C13 0.13454 -3.57822 3.16261
C14 0.37218 -2.28916 2.62350
O3 -0.60813 -1.43034 2.58015
H1 3.68052 1.63331 -0.00227
H2 5.14357 4.44385 -1.48552
H3 3.82924 6.50820 -1.86710
H4 1.38776 6.52739 -1.41913
H5 0.27899 4.42954 -0.66169
H6 3.20285 -0.59780 1.53229
H7 3.72101 -2.70109 2.11805
H8 3.24787 -4.92461 3.08535
H9 0.90213 -5.48926 3.71133
H10 -0.88546 -3.80414 3.45236
Se1 -3.91512 -0.04486 -2.09684
Se2 -3.71640 0.85186 -4.53102
Te1 -2.42018 2.74447 -3.43883
Se3 -3.81505 2.18502 -1.39481
N3 -2.87034 0.24486 3.04737
C15 -4.26591 -0.14764 2.85845
C16 -4.29086 -1.45893 2.08277
C17 -4.49500 -1.28863 0.58923
O4 -5.29885 -2.00612 -0.00190
O5 -3.75837 -0.35400 0.07684
H11 -2.35865 -0.47970 3.54495
H12 -2.79230 1.10750 3.57313
H13 -4.77643 0.63956 2.30347
H14 -4.79084 -0.27464 3.80998
H15 -5.07358 -2.12274 2.43850
H16 -3.32767 -1.96477 2.22421
S1 -0.86029 -2.29580 -0.64276
C18 -0.23625 -1.75091 -2.10667
N4 -0.14013 -0.49181 -2.52735
C19 0.43908 -0.36797 -3.86215
C20 0.73776 -1.83682 -4.23481
N5 0.25484 -2.55952 -3.06175
H17 -0.45164 0.31160 -2.00799
H18 1.34118 0.24113 -3.83220
H19 -0.27373 0.09435 -4.54141
H20 1.80347 -2.00595 -4.39018
H21 0.20419 -2.14490 -5.13333
H22 0.28692 -3.55354 -2.93916

Properties
E_HOMO, Ha: -0.1625
Total charge: -1
Energy relative to the best compared isomer or geometry (same formula, charge and spin), kJ/mol: 67.0
Gap between HOMO and LUMO, Eh: 0.2324

(4)
ORCA calculation (ωB97M-V/def2-TZVPD) on a molecular structure, C20H22Se2Te2Tm at a distorted geometry.

Positions of all 47 atoms, in Å:
Tm1 1.16984 0.88955 0.74527
C1 -1.37006 0.80698 0.06686
C2 -1.43981 1.15772 1.44623
C3 -0.86974 2.46438 1.59976
C4 -0.53222 2.92381 0.29624
C5 -0.78375 1.88108 -0.60227
C6 -0.51425 1.87619 -2.06311
C7 -0.05196 4.29120 -0.09110
C8 -0.69229 3.22203 2.86707
C9 -1.93317 0.24505 2.61669
C10 -1.90163 -0.41808 -0.62093
H1 -0.19519 0.97498 -2.57285
H2 0.20377 2.61578 -2.43913
H3 -1.38856 2.18836 -2.69932
H4 0.51629 4.70833 0.72322
H5 -0.91984 4.95768 -0.23867
H6 0.50111 4.29456 -0.99945
H7 0.16212 3.94225 2.78341
H8 -0.50251 2.47119 3.65909
H9 -1.65942 3.60190 3.20873
H10 -1.56265 -0.75324 2.45545
H11 -2.99553 0.15833 2.49651
H12 -1.61951 0.67415 3.59282
H13 -1.82087 -0.58636 -1.67503
H14 -2.99210 -0.45763 -0.38954
H15 -1.48308 -1.40331 -0.22502
Se1 3.16369 2.84053 0.42876
Te1 4.59059 0.80297 0.78103
Te2 3.88642 0.47285 3.35300
Se2 1.60641 -0.37186 3.20473
C11 -0.14833 -5.20262 -0.66303
C12 -0.24523 -4.38127 0.50443
C13 0.14362 -3.07793 0.58004
C14 0.68883 -2.43324 -0.53983
C15 1.08117 -1.01250 -0.57012
C16 1.58013 -0.51227 -1.72340
C17 1.65156 -1.28274 -2.91867
C18 1.23032 -2.55042 -2.91289
C19 0.71455 -3.18124 -1.70996
C20 0.24118 -4.56285 -1.77851
H16 -0.45065 -6.26956 -0.65152
H17 -0.66678 -4.88279 1.44608
H18 0.04479 -2.52096 1.49968
H19 1.96961 0.48497 -1.80242
H20 1.99425 -0.83711 -3.90859
H21 1.35563 -3.17580 -3.82998
H22 0.24325 -5.07300 -2.72973

Properties
Expectation value of S²: 2.003
2S+1: 3
E_HOMO (alpha / beta), Ha: -0.1534 / -0.1536
Total charge: -1
Gap between HOMO and LUMO (alpha / beta), Eh: 0.2429 / 0.2431